Formula: C34H86N2O10S8
Source: OMol25
Level of theory: ωB97M-V with the def2-TZVPD basis set

Element x y z (Å)
C  -6.921  3.478  6.748
S  -5.489  3.602  7.962
O  -5.081  2.132  8.269
C  -4.128  4.139  6.885
H  -6.724  3.002  5.787
H  -7.519  4.357  6.510
H  -7.559  2.734  7.225
H  -3.771  3.300  6.288
H  -3.339  4.476  7.558
H  -4.573  4.939  6.293
C  -8.958  -6.548  -2.960
S  -9.147  -6.116  -4.692
O  -10.048  -7.109  -5.339
C  -10.060  -4.478  -4.538
H  -9.898  -6.519  -2.409
H  -8.321  -5.769  -2.542
H  -8.501  -7.511  -2.735
H  -9.730  -4.082  -5.498
H  -9.600  -3.856  -3.770
H  -11.142  -4.588  -4.468
C  11.824  1.231  3.405
S  13.209  2.300  2.662
O  13.233  3.697  3.272
C  14.602  1.355  3.480
H  11.222  0.747  2.636
H  11.164  1.678  4.148
H  12.209  0.436  4.044
H  14.374  1.405  4.544
H  15.568  1.849  3.378
H  14.845  0.361  3.106
C  -5.230  3.067  -0.179
S  -5.972  1.486  -0.665
O  -5.990  0.660  0.593
C  -7.605  2.204  -0.677
H  -5.765  3.714  0.517
H  -5.357  3.672  -1.076
H  -4.207  2.874  0.141
H  -7.672  2.988  -1.432
H  -8.164  2.602  0.170
H  -8.219  1.445  -1.162
C  6.994  -6.731  9.969
S  6.869  -8.246  9.012
O  5.322  -8.442  8.945
C  7.174  -7.502  7.347
H  6.429  -6.060  9.321
H  8.073  -6.579  9.967
H  6.450  -6.962  10.885
H  6.394  -6.813  7.023
H  7.262  -8.211  6.524
H  8.110  -6.944  7.382
C  1.674  -4.155  -8.921
S  1.400  -2.806  -10.164
O  -0.019  -3.201  -10.657
C  2.488  -3.583  -11.429
H  1.291  -5.104  -9.294
H  1.084  -3.865  -8.052
H  2.728  -4.230  -8.650
H  1.991  -3.286  -12.353
H  2.440  -4.672  -11.414
H  3.430  -3.094  -11.180
C  4.520  6.130  7.754
S  5.425  5.997  6.112
O  5.214  7.275  5.376
C  7.181  6.026  6.719
H  4.499  7.144  8.154
H  4.996  5.449  8.460
H  3.495  5.779  7.641
H  7.282  6.992  7.213
H  7.798  5.991  5.821
H  7.299  5.145  7.350
C  -9.036  -4.233  4.840
S  -7.544  -5.346  4.764
O  -7.686  -6.370  3.612
C  -7.859  -6.263  6.362
H  -9.027  -3.471  4.060
H  -9.316  -3.745  5.774
H  -9.781  -4.989  4.594
H  -8.482  -5.597  6.960
H  -6.956  -6.689  6.799
H  -8.583  -7.064  6.214
C  2.000  -0.373  1.497
C  1.901  -1.681  2.228
C  1.089  -1.516  3.559
C  0.734  -2.909  4.032
C  -0.178  -3.544  2.966
C  0.524  -3.734  1.551
N  1.194  -2.473  1.187
O  1.889  -2.744  0.047
C  1.567  -4.900  1.658
C  -0.720  -4.265  0.649
C  3.280  -2.108  2.655
H  2.311  0.303  2.294
H  1.076  0.049  1.101
H  2.864  -0.368  0.832
H  1.711  -0.948  4.251
H  0.220  -0.882  3.382
H  0.168  -2.882  4.962
H  1.596  -3.554  4.205
H  -1.033  -2.878  2.850
H  -0.469  -4.539  3.304
H  1.070  -5.745  2.133
H  1.881  -5.175  0.650
H  2.476  -4.847  2.257
H  -0.425  -4.637  -0.332
H  -1.222  -5.140  1.062
H  -1.425  -3.449  0.489
H  4.086  -2.190  1.925
H  3.318  -2.990  3.294
H  3.748  -1.279  3.186
H  1.162  -2.814  -0.576
C  1.727  5.834  -6.222
C  0.361  5.396  -6.727
C  -0.774  6.309  -6.110
C  -2.124  6.173  -6.817
C  -1.979  6.658  -8.253
C  -0.941  5.789  -9.012
N  0.295  5.730  -8.138
O  1.233  5.097  -8.858
C  -1.567  4.444  -9.348
C  -0.569  6.426  -10.342
C  0.040  3.998  -6.407
H  1.718  5.664  -5.146
H  2.010  6.867  -6.425
H  2.541  5.255  -6.658
H  -0.934  6.056  -5.062
H  -0.414  7.323  -5.934
H  -2.907  6.635  -6.216
H  -2.613  5.216  -6.633
H  -1.813  7.736  -8.235
H  -2.968  6.451  -8.661
H  -2.292  4.352  -10.157
H  -0.866  3.707  -9.739
H  -1.961  3.970  -8.449
H  -0.081  5.718  -11.013
H  -1.439  6.491  -10.995
H  -0.079  7.392  -10.227
H  0.454  3.493  -5.535
H  0.036  3.374  -7.301
H  -1.020  3.893  -6.174
H  1.949  5.735  -8.823

Calculated values
**Net charge**: 0
**2S+1**: 1
**Energy**: -146773.992 eV
**Energy above the lowest of the compared OMol25 structures with the same formula, charge and spin**: 0.0 kcal/mol
**HOMO level**: -0.289 Eh
**LUMO level**: 0.292 eV